[1]
{
  "formula": "BCd3H20O16P2",
  "method": "ωB97M-V/def2-TZVPD",
  "species": ["Cd", "Cd", "Cd", "P", "O", "O", "O", "O", "P", "O", "O", "O", "O", "B", "H", "H", "H", "H", "O", "H", "H", "O", "H", "H", "O", "H", "H", "O", "H", "H", "O", "H", "H", "O", "H", "H", "O", "H", "H", "O", "H", "H"],
  "xyz": [[-1.5118, 2.3914, 0.7464], [-1.4624, -1.8007, 0.6362], [1.5755, 2.6518, -0.3280], [-0.1297, 4.6592, 0.2371], [0.3232, 3.4141, 1.1489], [-1.6665, 4.3150, -0.0110], [0.9024, 4.4794, -0.9484], [-0.1787, 6.0061, 0.8052], [0.2741, 0.2888, -0.1112], [-0.3091, 1.5609, -0.8681], [1.6655, 0.7736, 0.4428], [0.1068, -1.1699, -0.5720], [-0.9569, 0.3604, 0.9518], [-2.3145, -3.6662, -0.2921], [-3.0682, -3.3237, 0.5585], [-2.2766, -2.8302, -1.1312], [-1.2152, -3.7912, 0.1266], [-2.6382, -4.7237, -0.7671], [-1.5539, 1.5475, -3.2808], [-0.8532, 1.6565, -2.6173], [-1.1334, 1.1378, -4.0385], [1.7808, 2.4980, 3.2398], [2.4410, 3.1328, 3.5243], [1.2613, 2.9581, 2.5497], [-0.6155, -1.5579, -3.1490], [-0.2253, -1.5215, -2.2608], [-0.0960, -0.9367, -3.6637], [1.3660, -0.4488, 3.0179], [1.7285, -0.2401, 2.1437], [1.2126, 0.4246, 3.4043], [2.3680, -2.2926, -1.6800], [2.4900, -3.0591, -1.1142], [1.6415, -1.7987, -1.2611], [-3.3981, -0.7792, -0.1884], [-3.2788, -0.1177, -0.8812], [-4.2598, -0.5968, 0.1951], [0.1399, -2.5682, 1.9352], [0.7026, -3.3447, 1.9313], [0.5463, -1.9308, 2.5693], [3.8853, -0.4951, -0.1592], [3.0119, -0.1274, 0.0189], [3.7189, -1.1350, -0.8601]],
  "homo_ev": -5.86,
  "lumo_ev": 1.4696,
  "charge": -1,
  "energy_ha": -2426.93220
}



[2]
{
  "formula": "C4H7NO",
  "method": "ωB97M-V/def2-TZVPD",
  "species": ["N", "C", "O", "C", "C", "C", "H", "H", "H", "H", "H", "H", "H"],
  "xyz": [[2.0125, -0.3741, -0.3928], [0.9928, 0.0252, 0.4180], [1.4673, 0.7404, 1.4753], [-0.3139, -0.2037, 0.2386], [-1.2837, -0.5762, -0.7953], [-1.5445, 0.6005, 0.1441], [1.7888, -0.8111, -1.2686], [2.9380, -0.4789, -0.0136], [0.7337, 0.8010, 2.1024], [-1.1051, -0.3732, -1.8514], [-1.8902, -1.4665, -0.6220], [-2.3591, 0.5242, 0.8627], [-1.4368, 1.5924, -0.2974]],
  "homo_ev": -7.67,
  "lumo_ev": 0.9350,
  "energy_ha": -286.54199
}



[3]
{
  "formula": "C22H38FN2O30PS7",
  "method": "ωB97M-V/def2-TZVPD",
  "species": ["C", "P", "O", "C", "C", "C", "N", "C", "C", "N", "C", "C", "O", "F", "H", "H", "H", "H", "H", "H", "H", "H", "H", "H", "C", "C", "O", "S", "O", "O", "O", "H", "H", "H", "H", "C", "C", "O", "S", "O", "O", "O", "H", "H", "H", "H", "C", "C", "O", "S", "O", "O", "O", "H", "H", "H", "H", "C", "C", "O", "S", "O", "O", "O", "H", "H", "H", "H", "C", "C", "O", "S", "O", "O", "O", "H", "H", "H", "H", "C", "C", "O", "S", "O", "O", "O", "H", "H", "H", "H", "C", "C", "O", "S", "O", "O", "O", "H", "H", "H", "H"],
  "xyz": [[-0.5143, -2.4851, 0.6554], [-0.1208, -1.3956, -0.8370], [0.1765, -2.4668, -2.1308], [-1.6113, -0.2945, -1.2090], [-1.4988, 0.9048, -0.1676], [-1.4218, 0.3266, -2.6045], [-1.5987, 0.6327, -3.6805], [-3.0377, -0.9625, -1.0396], [-3.6663, -0.7355, 0.3464], [-4.0872, -0.3794, 1.3337], [-3.1213, -2.4962, -1.4032], [-4.4863, -2.7215, -2.1557], [-5.4778, -2.7610, -1.5421], [-4.4758, -2.9040, -3.5174], [-1.6036, -2.5403, 0.8787], [-0.0568, -1.9318, 1.5151], [-0.0090, -3.4697, 0.5686], [0.6909, -1.9933, -2.8076], [-1.3458, 0.5187, 0.8722], [-2.4020, 1.5442, -0.2624], [-0.5845, 1.5165, -0.3780], [-3.7240, -0.4312, -1.7528], [-2.3300, -2.8602, -2.0939], [-3.2176, -3.0842, -0.4668], [-3.2723, -1.3572, -6.0669], [-2.6489, -0.1116, -6.6569], [-2.3172, -0.4724, -8.0052], [-3.4010, -1.5342, -8.5493], [-4.3786, -0.8353, -9.3099], [-2.7031, -2.6645, -9.0575], [-4.0525, -1.9239, -7.1262], [-2.5064, -2.0833, -5.7803], [-3.9000, -1.1354, -5.2079], [-1.7629, 0.2024, -6.1124], [-3.3641, 0.7136, -6.6938], [1.2117, -5.3088, 4.0862], [1.0982, -4.9477, 5.5554], [1.1041, -3.5173, 5.5860], [0.3951, -2.9621, 4.2470], [-0.9606, -2.6529, 4.5477], [1.2741, -2.0324, 3.6237], [0.4176, -4.3393, 3.3997], [2.2426, -5.2165, 3.7352], [0.8471, -6.3134, 3.8782], [1.9191, -5.3457, 6.1451], [0.1492, -5.2912, 5.9756], [4.4957, 0.4049, -4.3670], [3.6345, -0.5234, -5.2009], [2.3415, -0.4682, -4.5906], [2.1083, 1.0049, -3.9709], [1.3568, 1.7718, -4.9070], [1.7271, 0.8624, -2.6106], [3.6420, 1.5030, -4.0299], [4.8142, -0.0764, -3.4392], [5.3705, 0.7562, -4.9108], [4.0112, -1.5440, -5.2113], [3.5398, -0.1611, -6.2277], [2.3347, 5.9318, -4.8810], [0.9698, 5.2758, -4.9214], [0.3639, 5.6069, -3.6688], [0.8822, 7.0609, -3.1994], [-0.0906, 8.0286, -3.5694], [1.3870, 6.9516, -1.8758], [2.1268, 7.1836, -4.2222], [3.0384, 5.3448, -4.2850], [2.7474, 6.0885, -5.8760], [1.0326, 4.1948, -5.0457], [0.3518, 5.6986, -5.7179], [3.7561, -1.0229, 9.1241], [4.7810, -2.1223, 9.3067], [4.2252, -3.2559, 8.6304], [3.3546, -2.7439, 7.3691], [4.1582, -2.8385, 6.1988], [2.0592, -3.3229, 7.4477], [3.2580, -1.1945, 7.7926], [2.9202, -1.1406, 9.8186], [4.1887, -0.0312, 9.2427], [4.9638, -2.3516, 10.3546], [5.7258, -1.8667, 8.8203], [-8.3273, -0.1777, -3.2682], [-7.4713, -0.3061, -2.0234], [-6.1502, 0.0355, -2.4547], [-6.2438, 1.1386, -3.6311], [-6.0487, 2.4239, -3.0597], [-5.4844, 0.6687, -4.7367], [-7.8102, 0.9640, -3.9628], [-8.2160, -1.0499, -3.9169], [-9.3800, -0.0343, -3.0323], [-7.4911, -1.3101, -1.6049], [-7.7740, 0.4126, -1.2576], [4.8724, 4.1823, 7.0376], [6.2355, 4.1519, 7.7000], [6.0795, 3.2672, 8.8139], [5.0029, 2.1283, 8.4379], [5.7089, 0.9679, 8.0149], [4.0124, 2.0950, 9.4575], [4.3821, 2.8418, 7.1356], [4.1839, 4.8376, 7.5764], [4.9259, 4.4928, 5.9959], [6.5591, 5.1357, 8.0329], [6.9907, 3.7275, 7.0337]],
  "homo_ev": -8.49,
  "lumo_ev": 0.0878,
  "energy_ha": -6456.12353
}



[4]
{
  "formula": "ClN2O2",
  "method": "ωB97M-V/def2-TZVPD",
  "species": ["N", "N", "O", "O", "Cl"],
  "xyz": [[0.2704, 0.8640, -0.0753], [-0.5405, -0.0751, 0.0143], [-0.4036, -1.2863, -0.0205], [-1.7070, 0.4579, 0.0594], [2.3807, 0.0395, 0.0221]],
  "homo_ev": -5.21,
  "lumo_ev": 3.3016,
  "charge": -1,
  "energy_ha": -720.07434
}



[5]
{
  "formula": "C7H9N2OP",
  "method": "ωB97M-V/def2-TZVPD",
  "species": ["C", "C", "C", "C", "C", "C", "C", "N", "N", "O", "P", "H", "H", "H", "H", "H", "H", "H", "H", "H"],
  "xyz": [[0.4323, 1.3735, -2.7826], [0.0158, 0.7862, -1.6407], [1.3094, -0.6145, -2.6318], [0.0090, 0.5749, 1.6440], [-1.1919, 0.1959, 1.2391], [1.0794, -0.3824, 1.3734], [-1.1955, -1.1231, 0.5379], [1.1749, 0.4086, -3.4684], [0.7032, -0.3820, -1.4379], [1.7082, -3.5161, -1.1921], [0.5044, -1.4069, -0.0541], [0.0420, 2.1713, -3.2488], [-0.5824, 1.1493, -0.8827], [1.6407, -1.6647, -2.7773], [0.2348, 1.5270, 2.0778], [-2.0901, 0.9222, 1.3264], [2.0762, -0.0264, 1.2250], [1.3787, -1.2088, 2.2278], [-1.4890, -1.9047, 1.2799], [-1.9317, -1.3382, -0.1762]],
  "homo_ev": [-8.90, -8.91],
  "lumo_ev": [0.7787, -1.3142],
  "spin_multiplicity": 3,
  "energy_ha": -798.02778
}



[6]
{
  "formula": "C9H18F6N6NaO5S2",
  "method": "ωB97M-V/def2-TZVPD",
  "species": ["Na", "N", "C", "C", "N", "C", "C", "N", "C", "C", "N", "H", "H", "H", "H", "H", "H", "H", "H", "H", "H", "H", "H", "H", "H", "H", "H", "H", "H", "F", "C", "F", "F", "S", "O", "O", "N", "S", "O", "O", "C", "F", "F", "F", "O", "C", "N"],
  "xyz": [[-0.4372, -1.4071, -0.0399], [0.7537, 0.4505, -1.6503], [1.0739, 1.8611, -1.8473], [1.4054, 2.5490, -0.5354], [0.3470, 2.5383, 0.4514], [-0.7663, 3.4377, 0.1137], [-2.1095, 2.7269, 0.0724], [-2.1961, 1.9347, -1.1411], [0.9028, 2.8295, 1.7695], [-0.0231, 2.5298, 2.9296], [-0.1921, 1.0985, 3.0921], [1.4883, 0.0228, -1.0917], [0.7693, -0.0629, -2.5261], [0.2229, 2.3425, -2.3374], [1.9475, 2.0110, -2.5035], [1.7402, 3.5819, -0.7677], [2.2661, 2.0420, -0.0865], [-0.5869, 3.8897, -0.8674], [-0.7900, 4.2696, 0.8297], [-2.9159, 3.4674, 0.0705], [-2.2210, 2.1251, 0.9847], [-3.0280, 1.3544, -1.1013], [-1.4199, 1.2776, -1.1526], [1.2209, 3.8907, 1.8266], [1.7995, 2.2168, 1.8920], [-0.9679, 3.0831, 2.8048], [0.4459, 2.9422, 3.8299], [-0.6409, 0.6697, 2.2783], [-0.8313, 0.9018, 3.8557], [-0.3290, -4.0870, 1.1312], [0.9613, -4.0796, 1.4884], [1.3253, -5.3280, 1.7888], [1.0923, -3.3260, 2.5832], [1.9878, -3.3800, 0.1245], [1.6064, -1.9740, 0.1237], [3.3273, -3.7495, 0.4443], [1.4475, -4.1225, -1.1592], [0.5379, -3.3362, -2.2012], [-0.6764, -2.7809, -1.6265], [1.2758, -2.4890, -3.0971], [-0.0126, -4.7592, -3.2291], [1.0241, -5.3278, -3.8489], [-0.8581, -4.2911, -4.1580], [-0.6446, -5.6918, -2.5246], [-4.2079, -0.5192, 2.1142], [-3.1046, -0.6264, 1.6646], [-2.0099, -0.7062, 1.2289]],
  "homo_ev": -5.64,
  "lumo_ev": 2.3627,
  "charge": -1,
  "energy_ha": -2616.51860
}



[7]
{
  "formula": "C26H28N11O2SSeSnTe4",
  "method": "ωB97M-V/def2-TZVPD",
  "species": ["Sn", "N", "C", "C", "C", "C", "C", "C", "S", "O", "O", "N", "C", "N", "C", "C", "C", "N", "H", "H", "H", "H", "H", "H", "H", "H", "H", "N", "C", "C", "N", "C", "C", "N", "C", "C", "N", "H", "H", "H", "H", "H", "H", "Te", "Te", "Te", "Te", "C", "N", "C", "C", "N", "C", "C", "Se", "H", "H", "H", "H", "H", "H", "H", "H", "C", "C", "C", "N", "C", "C", "H", "H", "H", "H", "H"],
  "xyz": [[-1.2143, -0.3908, 0.3625], [0.7947, 2.0200, -7.6950], [0.5815, 1.6439, -6.3679], [0.7450, 0.3132, -5.9805], [0.5586, -0.0627, -4.6621], [0.2176, 0.8986, -3.7269], [0.0713, 2.2279, -4.0865], [0.2593, 2.6008, -5.4060], [-0.1914, 0.4040, -2.0838], [-1.6569, 0.5761, -2.0239], [0.0010, -1.0390, -1.8640], [0.3103, 1.3721, -0.8704], [1.7029, 1.3339, -0.9231], [2.4302, 2.0510, -0.0470], [3.7442, 1.8850, -0.0931], [4.3881, 1.0520, -0.9915], [3.5694, 0.4673, -1.9420], [2.2599, 0.6338, -1.9383], [0.7251, 1.2864, -8.3786], [0.3756, 2.8877, -7.9813], [1.0067, -0.4342, -6.7209], [0.6692, -1.0907, -4.3432], [-0.1942, 2.9552, -3.3294], [0.1439, 3.6381, -5.6989], [4.3029, 2.4390, 0.6566], [5.4557, 0.8916, -0.9648], [3.9524, -0.1600, -2.7415], [0.7572, 1.1304, 3.6813], [0.9574, 2.2766, 2.9369], [0.0229, 2.2941, 1.9613], [-0.8116, 1.1797, 2.0743], [-0.2650, 0.4440, 3.0755], [-0.7204, -0.8788, 3.3040], [-1.6986, -1.4186, 2.5355], [-1.9701, -2.6511, 3.1111], [-1.1764, -2.8612, 4.1868], [-0.3754, -1.7395, 4.3182], [1.3203, 0.7981, 4.4404], [1.7468, 2.9713, 3.1633], [-0.0705, 2.9707, 1.1334], [-2.7745, -3.2571, 2.7268], [-1.0953, -3.6940, 4.8640], [0.3096, -1.5754, 5.0312], [-3.5198, -1.4150, -0.1970], [-6.0256, -2.4771, -0.9543], [-8.4150, -3.5389, -1.5904], [-4.4260, -0.9239, -2.5256], [-0.0548, -3.8596, 0.2741], [0.8207, -3.7533, 1.4341], [1.1929, -4.8279, 2.2183], [2.1460, -4.4040, 3.0626], [2.3489, -3.0600, 2.8071], [3.3897, -2.2472, 3.3882], [1.5408, -2.6606, 1.7832], [1.6119, -1.0040, 0.9721], [0.4297, -4.4311, -0.5189], [-0.2416, -2.8714, -0.1203], [-0.9869, -4.3441, 0.5521], [0.7267, -5.7909, 2.1086], [2.7017, -4.9191, 3.8261], [3.5688, -2.5611, 4.4181], [3.0838, -1.2046, 3.3870], [4.3238, -2.3346, 2.8315], [-3.2401, 4.3643, 1.4039], [-3.7337, 3.2139, 1.9976], [-3.4790, 1.9964, 1.3858], [-2.7759, 1.8600, 0.2626], [-2.2836, 2.9741, -0.2833], [-2.5023, 4.2425, 0.2410], [-3.4300, 5.3389, 1.8377], [-4.3127, 3.2452, 2.9107], [-3.8643, 1.0729, 1.8084], [-1.6803, 2.8251, -1.1665], [-2.0790, 5.1057, -0.2567]],
  "homo_ev": -2.03,
  "lumo_ev": 1.2993,
  "charge": -1,
  "energy_ha": -5846.34419
}



[8]
{
  "formula": "C9H8AuF5N5O4S",
  "method": "ωB97M-V/def2-TZVPD",
  "species": ["Au", "F", "C", "C", "F", "C", "F", "C", "S", "C", "F", "C", "F", "N", "N", "C", "N", "N", "N", "O", "O", "H", "H", "H", "H", "H", "C", "O", "C", "O", "H", "H", "H"],
  "xyz": [[-0.3598, -0.0803, -0.0647], [3.2012, -4.9288, 3.7568], [2.8298, -4.0496, 2.8604], [1.5567, -3.4841, 2.9456], [0.7525, -3.8491, 3.9306], [1.1580, -2.5629, 2.0133], [-0.0616, -2.0542, 2.1369], [2.0050, -2.1637, 0.9497], [1.6429, -1.0607, -0.2791], [3.2913, -2.7668, 0.9078], [4.1253, -2.4333, -0.0563], [3.7023, -3.6908, 1.8391], [4.9004, -4.2390, 1.7816], [-2.4853, -0.4794, 1.1055], [-3.4682, 0.4031, 0.6652], [-3.1272, 1.4567, -0.1466], [-4.0739, 2.3874, -0.2727], [-1.9385, 1.4283, -0.7116], [-1.5735, 2.5780, -1.4273], [-2.3954, 3.3388, -1.9496], [-0.4911, 2.2853, -2.2834], [-2.7696, -1.4357, 0.9324], [-2.2956, -0.3484, 2.0938], [-4.3144, 0.4759, 1.2059], [-4.9447, 2.2994, 0.2193], [-3.9221, 3.1511, -0.9127], [1.4682, 2.9856, -3.9117], [1.6893, 2.7407, -2.4984], [0.7223, 2.5206, -1.6410], [0.8581, 2.4365, -0.4592], [1.8047, 2.1053, -4.4518], [2.0876, 3.8418, -4.1572], [0.4255, 3.1922, -4.1209]],
  "homo_ev": [-11.72, -12.59],
  "lumo_ev": [-2.6590, -6.2162],
  "charge": 1,
  "spin_multiplicity": 3,
  "energy_ha": -1955.28841
}